Record 1
Density functional theory data (ωB97M-V with the def2-TZVPD basis set) for C4H11NS2 in the gas phase at a distorted geometry.

As for the HOMO-LUMO gap: 0.333 hartree. The structure (SMILES) is CSSC[C@@H](C)N. The value obtained for the highest occupied orbital energy is -8.09 eV. For the energy above the lowest of the compared OMol25 structures with the same formula, charge and spin, the calculation gives 35.7 kcal/mol. The calculation puts the max |F| at 3.746 eV Å⁻¹. The calculated total energy comes out at -27485.7178 eV.

The geometry in XYZ format:
```
18
Properties=species:S:1:pos:R:3:nbo_charge:R:1
C -2.860 -1.697 -0.993 -0.706
S -2.269 -2.062 0.720 0.033
S -0.269 -1.732 0.795 0.128
C -0.161 0.052 0.384 -0.556
C 1.251 0.506 -0.062 -0.061
C 1.348 1.992 0.096 -0.637
N 2.259 -0.245 0.767 -0.867
H -2.083 -1.353 -1.556 0.215
H -3.111 -2.688 -1.272 0.223
H -3.660 -1.067 -0.952 0.214
H -0.861 0.157 -0.530 0.222
H -0.518 0.785 1.164 0.218
H 1.613 0.380 -1.200 0.201
H 0.425 2.425 0.467 0.203
H 1.511 2.517 -0.813 0.212
H 2.028 2.363 0.840 0.221
H 2.247 -0.134 1.813 0.375
H 3.108 -0.200 0.333 0.363
```

Record 2
Density functional theory data (ωB97M-V with the def2-TZVPD basis set) for a molecular structure, C3ClO5S4Zr at a distorted geometry.

As for the HOMO-LUMO gap: 0.209 hartree. The value obtained for the highest occupied orbital energy is -12.20 eV. For the energy above the lowest of the compared OMol25 structures with the same formula, charge and spin, the calculation gives 26.9 kcal/mol. The calculation puts the max |F| at 1.786 eV Å⁻¹. The calculated total energy comes out at -70477.3794 eV. As for the total charge: +1.

The geometry in XYZ format:
```
14
Properties=species:S:1:pos:R:3:nbo_charge:R:1
Zr -0.106 -1.469 -1.001 1.864
O -0.592 4.840 1.204 -0.481
C -0.546 3.757 0.721 0.216
S 0.854 3.163 -0.227 0.410
C 0.137 1.631 -0.614 -0.395
C -1.104 1.380 -0.167 -0.406
S -1.981 -0.117 -0.367 -0.045
S -1.912 2.605 0.762 0.411
S 1.152 0.509 -1.499 -0.055
O 1.814 -2.219 0.038 -0.757
Cl 0.878 -3.348 0.314 2.398
O 1.366 -4.458 1.004 -0.587
O 0.342 -3.641 -1.090 -0.805
O -0.301 -2.632 0.921 -0.770
```

Record 3
Density functional theory data (ωB97M-V with the def2-TZVPD basis set) for a molecular structure, C44H58F6NO3PbSSe at a distorted geometry.

As for the HOMO-LUMO gap: 0.236 hartree. The value obtained for the highest occupied orbital energy is -4.20 eV. For the energy above the lowest of the compared OMol25 structures with the same formula, charge and spin, the calculation gives 18.8 kcal/mol. The calculation puts the max |F| at 2.788 eV Å⁻¹. The calculated total energy comes out at -151938.7169 eV. As for the total charge: -1.

The geometry in XYZ format:
```
115
Properties=species:S:1:pos:R:3:mulliken_charge:R:1
Pb 11.618 11.669 11.395 1.251
C 13.271 17.108 17.782 -2.058
C 12.017 16.329 17.386 2.107
C 10.878 17.295 17.145 -1.640
C 11.674 15.297 18.503 -1.625
C 12.370 15.484 16.125 -0.066
C 11.342 14.966 15.327 -0.466
C 11.586 14.218 14.177 -0.256
Se 10.049 13.409 13.272 0.001
C 9.818 12.047 14.633 -0.392
C 8.819 12.148 15.541 -0.540
C 8.688 11.196 16.620 -0.881
C 9.718 10.210 16.707 0.481
C 10.753 10.038 15.761 -0.918
C 10.780 10.932 14.644 1.172
O 11.645 10.839 13.693 -0.935
C 11.635 8.823 15.805 2.186
C 11.455 8.036 17.073 -2.440
C 13.151 9.214 15.829 -1.575
C 11.305 7.889 14.615 -1.519
C 7.497 11.144 17.577 2.193
C 8.010 11.555 18.977 -1.460
C 6.940 9.680 17.668 -1.499
C 6.392 12.035 17.085 -2.090
C 12.877 14.078 13.623 0.473
O 13.066 13.626 12.436 -0.428
C 13.988 14.464 14.532 -0.592
C 13.709 15.194 15.716 0.194
C 15.419 14.078 14.107 2.211
C 16.490 14.327 15.175 -2.258
C 15.851 14.823 12.826 -1.494
C 15.453 12.545 13.836 -1.382
H 13.113 17.575 18.750 0.452
H 13.506 17.831 17.072 0.465
H 14.113 16.413 17.983 0.345
H 10.637 17.845 18.070 0.395
H 9.934 16.886 16.782 0.298
H 11.206 18.035 16.369 0.346
H 11.456 15.889 19.397 0.457
H 12.563 14.637 18.651 0.315
H 10.728 14.790 18.333 0.325
H 10.296 15.135 15.590 0.146
H 8.106 12.987 15.513 0.485
H 9.727 9.587 17.560 0.642
H 11.749 8.598 17.959 0.406
H 12.116 7.133 17.097 0.397
H 10.380 7.743 17.103 0.455
H 13.383 9.887 16.650 0.372
H 13.445 9.729 14.885 0.120
H 13.825 8.315 15.841 0.444
H 10.222 7.667 14.494 0.274
H 11.809 6.963 14.664 0.543
H 11.596 8.410 13.662 0.092
H 8.755 10.800 19.331 0.316
H 7.214 11.483 19.760 0.403
H 8.430 12.577 18.971 0.178
H 7.505 8.972 18.353 0.296
H 6.802 9.083 16.697 0.274
H 5.926 9.706 18.130 0.415
H 6.429 13.111 17.308 0.277
H 5.466 11.700 17.635 0.419
H 6.237 11.893 16.014 0.478
H 14.552 15.476 16.315 0.230
H 16.649 15.374 15.433 0.356
H 17.449 13.945 14.861 0.434
H 16.088 13.793 16.073 0.475
H 15.725 15.889 12.997 0.302
H 15.156 14.482 12.006 0.135
H 16.908 14.477 12.693 0.461
H 15.457 12.092 14.822 0.403
H 16.359 12.297 13.239 0.310
H 14.521 12.267 13.338 0.198
C 13.436 9.411 7.157 -1.226
C 14.537 9.728 8.156 0.698
C 14.884 8.778 9.169 -0.516
C 15.805 9.035 10.137 0.735
C 16.213 7.943 11.095 -1.461
C 16.520 10.259 10.019 -0.377
C 16.176 11.235 9.141 0.857
C 16.941 12.501 9.052 -1.640
C 15.155 10.964 8.218 -0.450
H 13.905 9.349 6.127 0.426
H 12.701 10.240 7.092 0.092
H 12.886 8.450 7.355 0.273
H 14.207 7.909 9.203 0.234
H 16.436 6.956 10.669 0.345
H 15.344 7.786 11.676 0.350
H 17.102 8.357 11.634 0.321
H 17.400 10.458 10.687 0.087
H 17.382 12.774 10.015 0.282
H 16.339 13.316 8.669 0.386
H 17.816 12.294 8.402 0.344
H 14.806 11.767 7.527 0.241
S 9.802 15.812 8.018 -0.191
C 11.300 16.062 8.913 -0.549
C 11.374 15.167 9.956 -0.474
N 10.201 14.448 10.145 0.062
C 9.370 14.630 9.136 -0.325
H 12.106 16.701 8.574 0.419
H 12.148 15.017 10.684 0.435
H 8.479 14.113 9.003 0.538
C 10.437 8.921 9.852 -1.716
C 9.487 10.131 9.614 1.284
O 9.689 11.191 10.548 -0.748
C 7.986 9.744 9.843 0.464
F 7.160 10.838 9.935 -0.226
F 7.500 8.943 8.807 -0.307
F 7.780 9.053 10.979 -0.238
C 9.720 10.568 8.108 0.506
F 8.661 11.199 7.559 -0.303
F 10.043 9.528 7.286 -0.303
F 10.812 11.412 8.120 -0.200
H 10.344 8.493 10.872 0.343
H 11.516 9.095 9.745 0.225
H 10.142 8.107 9.112 0.413
```

Record 4
Density functional theory data (ωB97M-V with the def2-TZVPD basis set) for a molecular structure, C7H7N2O6V at a distorted geometry.

As for the HOMO-LUMO gap (spin up / spin down): 0.299 / 0.285 hartree. The value obtained for the highest occupied orbital energy (spin up / spin down) is -13.49 / -13.63 eV. The spin multiplicity is 4. The calculation puts the max |F| at 7.318 eV Å⁻¹. The calculated total energy comes out at -48316.0522 eV. As for the total charge: +1.

The geometry in XYZ format:
```
23
Properties=species:S:1:pos:R:3:nbo_charge:R:1
O 3.548 -0.520 -2.932 -0.504
C 3.013 0.148 -3.681 0.507
V -1.326 1.101 -1.348 0.180
O 1.358 2.315 -0.545 -0.367
C 0.318 1.875 -0.822 0.553
C -2.538 1.805 0.128 0.528
O -3.308 2.149 0.924 -0.369
C -2.112 -0.683 -0.923 0.549
O -2.444 -1.765 -1.111 -0.352
C -2.058 2.108 -2.800 0.562
O -2.404 2.839 -3.652 -0.355
H -0.267 0.691 -2.419 -0.104
C 1.626 -2.482 1.428 -0.421
N 1.116 -1.267 2.016 -0.586
C 0.180 -0.488 1.407 0.802
N -0.197 0.593 2.152 -0.821
O -0.347 -0.851 0.331 -0.694
H 1.407 -2.543 0.343 0.241
H 1.153 -3.329 1.944 0.213
H 2.703 -2.475 1.608 0.221
H 1.481 -0.955 2.933 0.407
H -0.977 1.188 1.900 0.400
H 0.077 0.546 3.119 0.410
```

Record 5
Density functional theory data (ωB97M-V with the def2-TZVPD basis set) for a molecular structure, C33H22F12IN2O2Ru at a distorted geometry.

As for the HOMO-LUMO gap (spin up / spin down): 0.218 / 0.193 hartree. The value obtained for the highest occupied orbital energy (spin up / spin down) is -1.67 / -1.84 eV. The spin multiplicity is 6. The calculation puts the max |F| at 1.783 eV Å⁻¹. The calculated total energy comes out at -84947.0667 eV. As for the total charge: -2.

The geometry in XYZ format:
```
73
Properties=species:S:1:pos:R:3:mulliken_spin:R:1
Ru 0.606 -2.462 0.832 2.641
C -2.225 -0.593 -4.800 -0.002
C -1.240 -0.488 -3.663 0.101
C -1.032 0.720 -2.999 -0.037
C -0.125 0.791 -1.968 0.173
C 0.619 -0.339 -1.557 -0.020
N 1.404 -0.361 -0.444 0.436
C 2.044 0.754 0.023 -0.013
C 2.313 1.854 -0.830 0.171
C 2.862 3.033 -0.374 -0.066
C 3.206 3.166 0.965 0.119
C 3.814 4.434 1.506 -0.009
C 3.053 2.051 1.783 -0.062
C 2.522 0.839 1.362 0.079
C 2.598 -0.367 2.350 0.042
O 2.290 -1.581 1.894 0.077
C 1.789 -0.065 3.687 -0.015
F 1.861 1.227 4.123 0.000
F 0.505 -0.339 3.547 0.000
F 2.257 -0.837 4.696 0.000
C 4.141 -0.463 2.768 0.029
F 4.459 -1.675 3.199 0.001
F 4.948 -0.200 1.715 0.000
F 4.516 0.417 3.748 0.001
C 0.376 -1.597 -2.190 -0.017
C -0.546 -1.615 -3.243 -0.069
C 1.083 -2.799 -1.684 0.305
O 1.666 -3.868 0.860 0.859
C 0.453 -4.087 -2.120 -0.076
F 0.535 -4.312 -3.497 0.004
F 0.950 -5.196 -1.576 0.000
F -0.880 -4.086 -1.857 0.006
C 2.564 -2.789 -1.969 0.082
F 2.806 -2.491 -3.308 0.005
F 3.301 -1.892 -1.299 0.006
F 3.149 -3.981 -1.766 0.002
H -2.700 0.370 -5.001 -0.002
H -3.011 -1.313 -4.559 0.007
H -1.733 -0.934 -5.716 0.007
H -1.617 1.595 -3.264 0.004
H -0.051 1.704 -1.393 -0.016
H 2.103 1.740 -1.883 0.006
H 3.033 3.853 -1.065 -0.001
H 3.754 5.242 0.776 0.000
H 4.868 4.284 1.756 0.008
H 3.308 4.758 2.417 0.006
H 3.400 2.136 2.802 -0.003
H -0.733 -2.544 -3.763 0.003
N -0.796 -0.980 0.987 0.149
C -1.830 -0.299 0.880 -0.102
C -2.910 -0.544 -0.182 0.020
C -3.743 0.476 -0.649 -0.006
C -4.673 0.243 -1.658 -0.002
C -4.793 -1.024 -2.213 0.005
C -3.965 -2.045 -1.760 -0.003
C -3.029 -1.805 -0.760 0.010
C -2.085 0.858 1.828 0.037
C -1.056 1.736 2.145 0.003
C -1.247 2.764 3.062 0.001
C -2.479 2.924 3.686 0.003
C -3.515 2.046 3.383 -0.001
C -3.319 1.027 2.458 0.000
H -3.655 1.469 -0.221 0.000
H -5.300 1.055 -2.014 0.000
H -5.514 -1.210 -3.002 0.001
H -4.040 -3.040 -2.189 0.000
H -2.376 -2.595 -0.414 0.002
H -0.086 1.596 1.673 -0.001
H -0.421 3.426 3.299 0.000
H -2.627 3.714 4.414 0.000
H -4.478 2.153 3.872 0.000
H -4.129 0.343 2.227 0.000
I -1.192 -3.979 2.131 0.107
```